1.
Computed, not measured: C49H23BrF10N5O4PSe3Sn as an isolated structure, with the ωB97M-V functional and the def2-TZVPD basis.

Each line ends with the Mulliken charge.
Positions of all 97 atoms, in Å:
Sn (18.9013, 15.1987, 13.9273)  0.3463
Se (20.1170, 11.9331, 13.7398)  -0.4279
P (19.2146, 12.2668, 11.7543)  -0.1485
Se (19.0633, 14.4565, 11.2204)  -0.3337
C (20.1790, 11.3292, 10.5166)  1.2162
C (20.6611, 10.0803, 10.9079)  -0.3321
C (21.3951, 9.2935, 10.0793)  -0.7544
C (21.8211, 9.8147, 8.8220)  -0.5341
C (21.2927, 11.0204, 8.4300)  -0.4413
C (20.3995, 11.8145, 9.2175)  -0.6012
C (17.5583, 11.4497, 11.5565)  1.1360
C (16.6237, 11.8538, 10.6141)  -0.6373
C (15.4895, 11.0643, 10.3937)  -0.1168
C (15.2619, 9.9094, 11.1469)  -0.3685
C (16.2500, 9.4889, 11.9735)  -0.8355
C (17.4083, 10.2758, 12.1994)  -0.6639
H (20.5438, 9.8016, 11.9601)  0.1966
H (21.8590, 8.4280, 10.4384)  0.3849
H (22.6167, 9.4747, 8.2601)  0.4360
H (21.6553, 11.4788, 7.5303)  0.3447
H (20.0812, 12.7969, 8.9307)  0.3571
H (16.7397, 12.7492, 10.0168)  0.4324
H (14.8283, 11.3758, 9.5641)  0.1271
H (14.3066, 9.3843, 11.0272)  0.4784
H (16.1156, 8.5756, 12.5645)  0.2953
H (18.1172, 9.8648, 12.9181)  0.2712
F (12.7003, 14.4510, 9.4492)  -0.3295
C (12.7136, 13.4076, 8.5747)  0.5701
C (11.8672, 12.3128, 8.8097)  0.3553
F (11.1089, 12.4208, 9.8990)  -0.5087
C (11.7616, 11.2464, 7.8949)  0.4687
C (12.8219, 11.1730, 6.9099)  -0.4209
C (13.7217, 12.1977, 6.8078)  0.5618
F (14.8351, 12.0379, 6.0762)  -0.3779
C (13.6748, 13.3860, 7.5713)  1.0474
C (14.6501, 14.4530, 7.1956)  -0.6462
C (15.1750, 15.2449, 8.0709)  0.5788
N (15.8182, 15.7841, 8.9120)  -0.1506
C (15.0063, 14.7359, 5.8225)  -0.1737
N (15.4146, 15.0264, 4.7753)  -0.5933
F (12.9571, 10.0602, 6.1366)  -0.3585
C (10.7629, 10.2365, 8.1448)  0.1286
C (9.5438, 10.5253, 8.7848)  0.1456
N (8.5707, 10.8367, 9.3277)  -0.7164
C (10.6877, 9.0017, 7.4937)  0.0794
N (10.5884, 7.9838, 6.9658)  -0.7032
Br (14.8559, 16.9221, 18.8450)  -0.1906
C (16.0646, 15.6028, 18.2431)  0.0128
C (15.5646, 14.6086, 17.3904)  -0.1676
C (16.4235, 13.5465, 17.1707)  -0.2459
C (17.7765, 13.7034, 17.4897)  -0.1725
N (18.2140, 14.6559, 18.2596)  -0.5837
C (17.3653, 15.6467, 18.5844)  -0.3222
H (14.5571, 14.6740, 17.0631)  0.5763
H (16.1840, 12.6870, 16.5560)  0.3125
H (18.5273, 12.9264, 17.2144)  0.3469
H (17.7950, 16.3988, 19.1921)  0.4255
O (16.6624, 15.6115, 13.3956)  -0.5378
C (16.4093, 14.4019, 13.6729)  1.1555
O (17.2842, 13.6872, 14.2912)  -0.7310
C (15.0599, 13.8924, 13.5123)  0.3851
C (14.0206, 14.8045, 13.2875)  -0.8283
C (12.7447, 14.3945, 13.2367)  -1.0885
C (12.4506, 13.0511, 13.3017)  1.0104
O (11.2336, 12.4651, 13.2515)  -0.5512
C (11.5690, 11.0505, 13.0455)  -0.2997
O (12.9086, 10.8626, 13.4898)  -0.5010
C (13.4585, 12.1466, 13.4851)  0.1737
C (14.7517, 12.5311, 13.6577)  -0.2196
H (14.2375, 15.8664, 13.4010)  0.4482
H (11.8945, 15.1086, 13.2222)  0.3648
H (11.5108, 10.9380, 12.0223)  0.2691
H (10.9827, 10.3649, 13.6771)  0.2643
H (15.4849, 11.7994, 13.9592)  0.7228
F (15.0381, 20.3476, 12.0290)  -0.2426
C (15.3230, 19.2948, 11.1466)  0.4975
C (14.4622, 19.0657, 10.0641)  -1.0747
C (14.5959, 17.8822, 9.3385)  -0.1705
C (15.6342, 16.9580, 9.6041)  -0.1976
C (16.5413, 17.2783, 10.6614)  0.2552
C (16.4080, 18.4287, 11.4171)  -0.4302
H (13.5356, 19.7216, 9.9557)  0.2736
H (13.7604, 17.5791, 8.7527)  0.4141
H (17.3878, 16.6364, 10.8543)  0.1344
H (17.1116, 18.6889, 12.1545)  0.4184
F (13.8981, 21.8787, 15.7274)  -0.3742
C (14.9329, 21.0140, 15.4501)  0.6645
C (16.1243, 21.4815, 14.9237)  0.0803
F (16.3451, 22.7704, 14.7969)  -0.3264
C (17.0522, 20.4788, 14.5774)  0.5722
F (18.2429, 20.9535, 14.0951)  -0.3897
C (16.9448, 19.1320, 14.8972)  -0.7464
Se (18.5545, 18.0968, 14.7382)  -0.2550
C (15.7424, 18.8020, 15.5020)  0.4222
F (15.4629, 17.5564, 15.8823)  0.0221
C (14.7822, 19.7199, 15.7754)  -0.0426
F (13.6017, 19.2261, 16.1890)  -0.3168

Calculated values
Gap between HOMO and LUMO: 6.51 eV
Charge: -2
Electronic energy: -13788.482117 a.u.
E_HOMO: -3.06 eV

2.
Computed, not measured: C37H32N9ORuS2 as an isolated structure, with the ωB97M-V functional and the def2-TZVPD basis.

Each line ends with the Mulliken spin population.
Positions of all 82 atoms, in Å:
Ru (-0.1233, -0.0070, 0.9797)  0.8308
C (-0.9501, -4.2973, 0.7891)  0.0056
C (-2.1213, -4.4976, 1.5104)  -0.0032
C (-2.6877, -3.4134, 2.1347)  0.0099
C (-2.0996, -2.1479, 2.0336)  -0.0042
N (-1.0049, -1.9367, 1.2664)  -0.0024
C (-0.4411, -3.0260, 0.6933)  0.0023
N (-2.7150, -1.1778, 2.7966)  0.0330
C (-2.2142, -0.0418, 3.0883)  -0.0164
N (-1.0562, 0.5581, 2.5650)  0.1137
C (-0.8488, 1.7702, 3.2372)  0.0102
N (0.0570, 2.6503, 3.0416)  0.0299
C (0.9619, 2.6787, 2.0094)  -0.0128
C (1.8620, 3.7574, 2.0514)  0.0062
C (2.7281, 3.9842, 1.0153)  -0.0018
C (2.6742, 3.1319, -0.0895)  0.0077
C (1.8057, 2.0748, -0.0674)  0.0083
N (0.9757, 1.8020, 0.9773)  -0.0047
C (-1.9077, 1.9247, 4.2430)  -0.0103
C (-2.1240, 2.9239, 5.1738)  -0.0040
C (-3.2484, 2.7996, 5.9801)  0.0025
C (-4.1166, 1.7133, 5.8528)  0.0035
C (-3.8877, 0.7111, 4.9185)  -0.0071
C (-2.7686, 0.8453, 4.1176)  0.0011
H (-0.4353, -5.1104, 0.2988)  0.0001
H (-2.5659, -5.4797, 1.5948)  -0.0001
H (-3.5758, -3.4932, 2.7434)  0.0002
H (0.4616, -2.8595, 0.1350)  -0.0016
H (1.8101, 4.4025, 2.9157)  -0.0001
H (3.4146, 4.8194, 1.0422)  0.0001
H (3.2989, 3.2872, -0.9574)  -0.0004
H (1.7241, 1.4143, -0.9182)  -0.0061
H (-1.4449, 3.7598, 5.2678)  0.0000
H (-3.4573, 3.5561, 6.7241)  -0.0001
H (-4.9808, 1.6518, 6.5000)  0.0000
H (-4.5495, -0.1378, 4.8194)  0.0000
C (1.9885, 2.8498, -4.7669)  0.0000
C (2.0912, 1.6205, -3.8917)  0.0001
O (0.9224, 1.4298, -3.0800)  -0.0008
H (2.9069, 2.9902, -5.3370)  0.0000
H (1.8156, 3.7420, -4.1648)  0.0000
H (1.1692, 2.7510, -5.4820)  0.0000
H (2.9206, 1.7127, -3.1871)  -0.0001
H (2.2723, 0.7238, -4.4914)  0.0000
H (0.1765, 1.2754, -3.6704)  0.0002
S (-4.8757, 2.2158, -2.9399)  0.0151
C (-3.5557, 1.6882, -1.9482)  0.0198
C (-3.7690, 0.5757, -1.1182)  -0.0058
C (-2.7619, 0.1163, -0.3171)  0.0199
N (-1.5344, 0.6889, -0.2755)  -0.0252
C (-1.3297, 1.7627, -1.0618)  0.0251
C (-2.2904, 2.2751, -1.8999)  -0.0090
C (-4.1494, 3.5747, -3.8305)  -0.0001
C (-3.5700, 3.3575, -5.0711)  0.0004
C (-3.0170, 4.4500, -5.7276)  0.0003
N (-3.0173, 5.6808, -5.2273)  -0.0001
C (-3.5971, 5.8752, -4.0473)  0.0002
C (-4.1823, 4.8568, -3.3049)  0.0001
H (-4.7255, 0.0711, -1.0984)  -0.0002
H (-2.9255, -0.7380, 0.3159)  -0.0043
H (-0.3562, 2.2154, -1.0412)  -0.0081
H (-2.0429, 3.1361, -2.5036)  0.0000
H (-3.5572, 2.3743, -5.5212)  -0.0003
H (-2.5579, 4.3265, -6.7014)  0.0000
H (-3.5982, 6.8922, -3.6736)  0.0000
H (-4.6520, 5.0631, -2.3529)  -0.0002
N (3.1155, -0.5150, 1.0214)  0.0121
C (2.5656, -0.9217, -0.1347)  0.0006
N (1.2797, -0.8260, -0.4269)  -0.0414
C (1.0223, -1.3777, -1.7010)  0.0161
C (-0.2175, -1.4905, -2.3191)  -0.0092
C (-0.2860, -2.0654, -3.5752)  -0.0008
C (0.8601, -2.5274, -4.2241)  0.0012
C (2.0966, -2.4363, -3.6123)  0.0011
C (2.1541, -1.8628, -2.3496)  0.0038
S (3.5637, -1.6434, -1.3465)  0.0026
H (2.6287, 0.1158, 1.6365)  -0.0007
H (4.1043, -0.6226, 1.1737)  -0.0007
H (-1.1148, -1.1455, -1.8285)  -0.0016
H (-1.2477, -2.1654, -4.0602)  -0.0001
H (0.7814, -2.9720, -5.2062)  0.0001
H (2.9888, -2.8046, -4.0996)  0.0002

Calculated values
Gap between HOMO and LUMO (spin up / spin down): 7.16 / 6.20 eV
Charge: +2
Multiplicity: 2
Electronic energy: -2888.079258 a.u.
E_HOMO (spin up / spin down): -13.62 / -13.58 eV

3.
Computed, not measured: C10H16Br2MnN4OSe as an isolated structure, with the ωB97M-V functional and the def2-TZVPD basis.

Each line ends with the Mulliken spin population.
Positions of all 35 atoms, in Å:
Mn (-0.5924, -0.2243, -1.5337)  4.1572
Br (0.7842, -0.8436, -3.4369)  0.0717
C (-2.3195, -1.2062, -1.9487)  -0.1813
Br (-3.0434, -0.0378, -0.5224)  0.0208
H (-2.4085, -2.2242, -1.5819)  0.0045
H (-2.9123, -1.0446, -2.8432)  0.0042
C (0.6769, 2.1244, 1.5590)  -0.0009
O (0.1728, 1.2093, 0.5819)  0.0193
C (0.8499, 1.0255, -0.6031)  0.0337
C (1.7406, 2.1495, -1.0499)  -0.0094
H (1.6431, 1.7801, 1.9379)  0.0028
H (-0.0488, 2.1225, 2.3678)  -0.0012
H (0.7713, 3.1302, 1.1512)  0.0010
H (2.4319, 2.4836, -0.2748)  -0.0026
H (1.1264, 2.9943, -1.3695)  0.0117
H (2.3217, 1.8232, -1.9132)  0.0009
Se (2.0558, -0.7432, -0.2739)  -0.0273
N (0.4231, -1.5463, -0.1439)  0.2284
C (0.2696, -1.8956, 1.1472)  0.1293
C (-0.8728, -2.5243, 1.6791)  -0.0341
C (-0.9220, -2.8042, 3.0215)  0.0958
C (0.1533, -2.4793, 3.8786)  0.0183
C (1.2783, -1.8657, 3.3956)  0.0277
C (1.3654, -1.5510, 2.0201)  0.0990
N (2.4344, -0.9538, 1.4578)  0.2994
H (-1.6946, -2.7748, 1.0210)  -0.0032
H (-1.7992, -3.2856, 3.4341)  0.0108
H (0.0830, -2.7222, 4.9308)  0.0055
H (2.1093, -1.6120, 4.0399)  -0.0041
N (-0.3936, 2.3734, -3.4073)  0.0005
N (-1.3968, 1.5129, -2.8557)  0.0190
H (-0.7241, 2.7722, -4.2800)  0.0007
H (0.3937, 1.7695, -3.6307)  0.0009
H (-1.8758, 0.9841, -3.5810)  0.0000
H (-2.0807, 2.0838, -2.3736)  0.0010

Calculated values
Gap between HOMO and LUMO (spin up / spin down): 5.72 / 7.15 eV
Multiplicity: 6
Electronic energy: -9385.261911 a.u.
E_HOMO (spin up / spin down): -6.55 / -8.14 eV

> The highest electronic energy belongs to which entry?

C37H32N9ORuS2

> electronic energy of number 1 (C49H23BrF10N5O4PSe3Sn)?

-13788.482117 a.u.

> What is the electronic energy in the first record?

-13788.482117 a.u.